This record from OMol25 describes a cluster of 13 separate species, C52H138N8O18 in total. The level of theory is ωB97M-V/def2-TZVPD.

The LUMO energy is 0.5 eV. For the total energy, the calculation gives -3855.78995 Eh.

Each line ends with the Löwdin charge.
Atoms and positions in Å:
C (6.74217, -1.17441, -6.03601)  -0.066
C (5.82862, -0.48152, -6.95306)  -0.471
C (5.63145, -1.26756, -8.23771)  -0.234
O (6.88376, -1.73901, -8.65870)  -0.180
C (6.68937, -2.53016, -9.82157)  -0.093
N (4.61818, -0.28125, -6.20444)  0.066
H (6.77161, -0.77342, -5.02287)  0.043
H (7.78600, -1.19718, -6.34902)  0.091
H (6.54147, -2.23966, -5.92167)  0.098
H (6.33038, 0.44556, -7.23033)  0.140
H (5.06241, -0.68388, -8.96131)  0.124
H (4.92016, -2.05509, -7.98878)  0.125
H (6.02512, -3.32361, -9.47908)  0.086
H (7.64550, -2.95710, -10.12429)  0.091
H (6.21272, -1.92687, -10.59419)  0.087
H (3.90485, 0.12917, -6.78994)  0.076
H (4.91717, 0.53671, -5.69294)  0.035
C (-2.18087, 4.12920, 2.48610)  -0.045
C (-1.87963, 4.84664, 1.14470)  -0.407
C (-0.71586, 5.80503, 1.31151)  -0.206
O (0.49362, 5.07737, 1.61219)  -0.192
C (1.58951, 5.94493, 1.75302)  -0.121
N (-1.76397, 3.98161, -0.05345)  0.076
H (-2.06812, 4.71188, 3.40037)  0.080
H (-1.53519, 3.25109, 2.47591)  0.052
H (-3.18857, 3.74036, 2.63255)  0.071
H (-2.72052, 5.53262, 1.04248)  0.129
H (-0.93322, 6.51728, 2.10747)  0.122
H (-0.58515, 6.43764, 0.43354)  0.121
H (1.46877, 6.74535, 2.48299)  0.091
H (1.80596, 6.42058, 0.79646)  0.091
H (2.40939, 5.28552, 2.03776)  0.064
H (-1.61861, 4.60984, -0.83081)  0.073
H (-0.83251, 3.59441, -0.00279)  0.055
C (-0.45803, -1.09580, 5.16649)  -0.055
C (-1.96074, -0.88429, 5.33889)  -0.415
C (-2.50090, -1.70958, 6.48471)  -0.230
O (-2.63621, -3.01830, 6.02030)  -0.181
C (-3.21360, -4.02187, 6.83194)  -0.090
N (-2.16060, 0.57514, 5.54516)  0.046
H (0.14203, -0.80320, 6.02813)  0.085
H (-0.12563, -0.48332, 4.32836)  0.039
H (-0.28185, -2.13731, 4.89759)  0.081
H (-2.52879, -1.08697, 4.43096)  0.104
H (-3.40311, -1.15938, 6.75193)  0.117
H (-2.01402, -1.63256, 7.45688)  0.130
H (-3.61958, -4.84636, 6.24585)  0.088
H (-4.00864, -3.54034, 7.40128)  0.082
H (-2.61459, -4.52055, 7.59392)  0.080
H (-1.75491, 0.65595, 6.46657)  0.060
H (-1.46925, 1.06694, 4.99719)  0.044
C (-6.14303, -4.89644, -0.71003)  -0.069
C (-6.17320, -6.46066, -0.64212)  -0.274
O (-6.44144, -6.83698, 0.72293)  -0.096
H (-5.30069, -4.37972, -0.25008)  0.057
H (-7.07711, -4.56368, -0.25744)  0.050
H (-6.33899, -4.57446, -1.73278)  0.065
H (-5.15359, -6.79603, -0.83186)  0.103
H (-6.82289, -6.85916, -1.42135)  0.105
H (-7.32150, -6.50785, 0.91984)  0.066
C (-4.94203, -1.86916, -5.16682)  -0.079
C (-3.80138, -0.85715, -5.18422)  -0.322
O (-3.22406, -0.94727, -3.92980)  -0.117
H (-5.28497, -2.18499, -6.15209)  0.070
H (-5.85772, -1.63756, -4.62280)  0.076
H (-4.48988, -2.78780, -4.79296)  0.070
H (-4.23799, 0.08248, -5.52267)  0.111
H (-2.99356, -1.14708, -5.85616)  0.108
H (-2.85647, -1.80061, -3.68837)  0.070
C (-0.35861, -2.12277, -1.97822)  -0.059
C (-0.79691, -3.57504, -1.97010)  -0.281
O (-1.19375, -3.99841, -3.29715)  -0.079
H (-0.11617, -1.74328, -0.98559)  0.061
H (-1.20254, -1.61077, -2.44054)  0.056
H (0.48068, -1.93840, -2.64882)  0.066
H (-1.56786, -3.82327, -1.24064)  0.103
H (0.07355, -4.12325, -1.60975)  0.107
H (-0.42138, -4.21550, -3.82435)  0.081
C (-2.03839, -3.58427, 2.66674)  -0.076
C (-3.18615, -4.31042, 2.01489)  -0.370
O (-3.19094, -5.63596, 2.36592)  -0.031
H (-1.15815, -3.82280, 2.06977)  0.079
H (-1.81830, -3.87912, 3.69277)  0.069
H (-2.22682, -2.51073, 2.65764)  0.049
H (-3.09580, -4.09822, 0.94957)  0.085
H (-4.04258, -3.71708, 2.33517)  0.098
H (-3.87570, -6.13072, 1.90995)  0.078
C (1.94883, 3.47531, 5.06423)  -0.052
C (1.55817, 2.10386, 4.40876)  -0.296
O (2.65599, 1.35991, 3.91316)  -0.082
H (2.93488, 3.54047, 5.52419)  0.066
H (1.18616, 3.92402, 5.70070)  0.071
H (1.98399, 4.14805, 4.20733)  0.046
H (0.89996, 2.34324, 3.57357)  0.086
H (1.11120, 1.46489, 5.17037)  0.087
H (3.37729, 1.33037, 4.54598)  0.072
C (-12.49734, -3.06767, 4.98422)  -0.087
O (-11.80125, -2.78782, 3.74345)  -0.201
C (-10.54284, -3.49929, 3.65167)  -0.217
C (-9.76931, -2.85064, 2.50993)  -0.203
N (-8.58439, -3.57392, 2.06354)  -0.064
C (-7.69191, -3.99847, 3.11565)  -0.226
C (-7.09856, -2.83480, 3.88640)  -0.231
O (-6.37151, -2.04540, 2.97279)  -0.169
C (-5.45159, -1.16933, 3.59881)  -0.091
H (-12.62343, -4.14922, 4.93482)  0.076
H (-13.44717, -2.55572, 5.13863)  0.087
H (-11.80435, -2.95458, 5.81793)  0.077
H (-10.80555, -4.54398, 3.48522)  0.125
H (-9.89283, -3.47494, 4.52632)  0.103
H (-9.57839, -1.82645, 2.83040)  0.117
H (-10.32870, -2.79931, 1.57582)  0.121
H (-7.99894, -3.05167, 1.42746)  0.098
H (-7.01170, -4.73858, 2.69416)  0.108
H (-8.20142, -4.63301, 3.84081)  0.110
H (-6.52975, -3.35628, 4.65621)  0.124
H (-7.89715, -2.30151, 4.40209)  0.115
H (-4.38696, -1.40156, 3.62619)  0.063
H (-5.83096, -0.75509, 4.53293)  0.095
H (-5.42872, -0.30788, 2.93138)  0.082
C (8.79286, 3.52515, 6.93402)  -0.144
O (8.49079, 3.03827, 5.65110)  -0.201
C (7.13567, 2.47364, 5.46477)  -0.143
C (6.96456, 1.85516, 4.02096)  -0.233
N (7.07284, 2.82759, 3.01479)  -0.099
C (7.05425, 2.30345, 1.58267)  -0.145
C (6.78526, 3.41880, 0.51109)  -0.211
O (5.49599, 3.36229, -0.10270)  -0.199
C (4.42799, 3.71523, 0.86143)  -0.083
H (8.32868, 4.49297, 7.12362)  0.077
H (9.83386, 3.81687, 7.07299)  0.085
H (8.49638, 2.93156, 7.79880)  0.083
H (6.39856, 3.22564, 5.74630)  0.113
H (7.02620, 1.64473, 6.16407)  0.108
H (6.01395, 1.32608, 3.95382)  0.110
H (7.80006, 1.21578, 3.73596)  0.114
H (7.82545, 3.45861, 3.25032)  0.107
H (6.39056, 1.45390, 1.42173)  0.114
H (8.05036, 1.87102, 1.48852)  0.102
H (7.41136, 3.27809, -0.36999)  0.099
H (7.10339, 4.38571, 0.90092)  0.115
H (3.53408, 3.99443, 0.30367)  0.073
H (4.63118, 4.67367, 1.33913)  0.079
H (4.14884, 2.97432, 1.61060)  0.075
C (-3.20283, -0.96394, 0.04331)  -0.110
O (-2.00581, -0.87943, 0.78374)  -0.217
C (-1.37160, 0.44513, 0.82387)  -0.125
C (-0.06069, 0.15000, 1.69890)  -0.178
N (1.17141, -0.13665, 0.98108)  -0.025
C (1.81300, 1.04883, 0.37637)  -0.171
C (2.77458, 0.84184, -0.84651)  -0.168
O (1.93268, 0.46171, -1.93806)  -0.227
C (2.61689, -0.07815, -3.03822)  -0.105
H (-4.12752, -0.47102, 0.34345)  0.082
H (-3.48315, -2.01604, -0.00751)  0.071
H (-3.02715, -0.72115, -1.00469)  0.069
H (-2.04191, 1.22285, 1.18983)  0.097
H (-1.01131, 0.81093, -0.13764)  0.103
H (-0.17423, -0.73705, 2.32207)  0.097
H (0.10160, 1.02764, 2.32462)  0.077
H (0.81144, -0.63742, 0.18123)  0.060
H (2.41448, 1.54947, 1.13512)  0.085
H (1.14991, 1.82198, -0.01176)  0.103
H (3.55025, 0.08014, -0.76744)  0.104
H (3.34947, 1.71491, -1.15531)  0.110
H (1.93375, -0.58400, -3.72053)  0.076
H (3.27724, -0.88124, -2.71095)  0.073
H (3.09705, 0.78451, -3.50012)  0.086
C (-5.21320, 3.23010, -0.48668)  -0.140
O (-5.77049, 3.03805, -1.76711)  -0.199
C (-5.04485, 2.09961, -2.62211)  -0.134
C (-3.48507, 2.53292, -2.68008)  -0.180
N (-2.71981, 1.94394, -3.79747)  -0.066
C (-1.33034, 2.47500, -3.91158)  -0.183
C (-0.50229, 1.69477, -4.95143)  -0.155
O (-0.62625, 2.02315, -6.38440)  -0.188
C (-1.73656, 1.49760, -7.05720)  -0.143
H (-5.98632, 3.49607, 0.23418)  0.083
H (-4.50577, 4.05609, -0.41325)  0.065
H (-4.73309, 2.33292, -0.09595)  0.074
H (-5.52657, 2.05076, -3.59867)  0.110
H (-5.16394, 1.09928, -2.20587)  0.102
H (-3.04909, 2.24954, -1.72210)  0.075
H (-3.30497, 3.59438, -2.85030)  0.108
H (-2.63408, 0.94125, -3.71174)  0.052
H (-0.74747, 2.23408, -3.02258)  0.096
H (-1.39774, 3.56277, -3.92947)  0.116
H (-0.59211, 0.61348, -4.84726)  0.117
H (0.51178, 1.92980, -4.62815)  0.105
H (-2.66912, 1.80747, -6.58558)  0.074
H (-1.62700, 0.42864, -7.24002)  0.078
H (-1.89847, 1.91665, -8.05031)  0.080
C (4.80697, -2.69909, -0.82474)  -0.119
O (5.59971, -1.96235, -1.74408)  -0.203
C (6.84630, -1.39850, -1.20016)  -0.157
C (7.15078, 0.03619, -1.73718)  -0.169
N (7.94037, -0.03758, -3.01744)  -0.069
C (8.47744, 1.27586, -3.42584)  -0.149
C (7.27321, 2.34311, -3.59022)  -0.190
O (6.32364, 2.02291, -4.60631)  -0.198
C (5.46502, 3.09323, -4.98510)  -0.111
H (3.79440, -2.59148, -1.21360)  0.072
H (4.73627, -2.18232, 0.13236)  0.080
H (5.08804, -3.73770, -0.65034)  0.085
H (7.70514, -2.03691, -1.40737)  0.113
H (6.89193, -1.37063, -0.11147)  0.102
H (7.60510, 0.68718, -0.99024)  0.100
H (6.28274, 0.61623, -2.05051)  0.096
H (7.29047, -0.47961, -3.65175)  0.050
H (8.91886, 1.21433, -4.42056)  0.105
H (9.28325, 1.54108, -2.74144)  0.111
H (7.71118, 3.31365, -3.82326)  0.115
H (6.81273, 2.38043, -2.60297)  0.081
H (5.87384, 3.85989, -5.64329)  0.085
H (5.13878, 3.73097, -4.16355)  0.082
H (4.50299, 2.79681, -5.40312)  0.080